[1]
{
  "formula": "C3H4S2",
  "method": "wB97M-V/def2-TZVPD",
  "symbols": ["C", "C", "C", "S", "S", "H", "H", "H", "H"],
  "positions_angstrom": [[-1.015, 0.982, -0.490], [-0.301, 0.002, 0.366], [0.951, -0.823, 0.180], [-2.051, -0.402, -0.102], [-0.592, 1.638, 1.085], [-1.040, 1.477, -1.503], [1.708, -0.032, 0.019], [1.007, -1.547, -0.626], [1.334, -1.295, 1.070]],
  "atomic_forces_ev_per_a": [[-0.1, 0.0, -1.2], [-1.1, 0.0, -1.7], [0.9, 1.8, 0.3], [0.0, -0.7, 0.5], [0.6, 0.3, 0.9], [0.8, -0.8, 1.4], [0.0, -0.4, -0.3], [-0.6, 0.2, -0.2], [-0.5, -0.3, 0.5]],
  "homo_ev": -8.555,
  "e_above_lowest_ev": 1.825,
  "homo_lumo_gap_ev": 9.0,
  "charge": 0,
  "max_force_ha_per_bohr": 0.0395
}

=====

[2]
{
  "formula": "C5H10O",
  "method": "wB97M-V/def2-TZVPD",
  "symbols": ["C", "C", "C", "C", "O", "C", "H", "H", "H", "H", "H", "H", "H", "H", "H", "H"],
  "positions_angstrom": [[2.095, 0.812, 0.180], [1.061, -0.115, -0.502], [0.178, -0.405, 0.644], [-1.915, -1.196, -0.343], [-2.162, -0.216, 0.641], [-0.991, 0.573, 0.722], [2.543, 0.315, 1.043], [1.633, 1.746, 0.515], [2.880, 1.059, -0.537], [1.577, -1.007, -0.872], [0.602, 0.422, -1.351], [-0.978, -1.725, -0.076], [-2.714, -1.935, -0.330], [-1.813, -0.757, -1.349], [-0.987, 1.083, 1.693], [-1.008, 1.344, -0.079]],
  "atomic_forces_ev_per_a": [[0.1, 0.2, 0.2], [-0.1, -0.1, -0.1], [0.1, 0.2, -0.2], [-0.1, -0.2, -0.2], [0.0, 0.0, 0.1], [0.1, 0.2, 0.1], [0.0, 0.1, -0.1], [0.1, -0.1, 0.0], [-0.1, 0.0, 0.1], [0.0, 0.1, 0.1], [0.0, -0.1, 0.2], [-0.1, -0.1, -0.2], [-0.1, 0.1, 0.0], [-0.1, -0.1, 0.2], [0.0, -0.1, -0.1], [0.0, -0.2, 0.0]],
  "homo_ev": -8.334,
  "e_above_lowest_ev": 4.816,
  "homo_lumo_gap_ev": 8.3,
  "charge": 0,
  "max_force_ha_per_bohr": 0.0063
}

=====

[3]
{
  "formula": "C3H11N2OS",
  "method": "wB97M-V/def2-TZVPD",
  "symbols": ["C", "C", "S", "N", "C", "N", "H", "H", "H", "H", "H", "H", "H", "H", "H", "H", "H", "O"],
  "positions_angstrom": [[0.226, -1.613, -0.061], [0.385, -1.034, -1.459], [-1.031, 0.012, -2.036], [0.978, -1.073, 1.047], [0.346, -0.003, 1.844], [-0.575, 0.871, 1.157], [0.386, -2.709, -0.130], [-0.844, -1.616, 0.163], [1.235, -0.344, -1.543], [0.568, -1.751, -2.262], [1.922, -0.847, 0.769], [-0.203, -0.498, 2.586], [1.170, 0.611, 2.211], [-1.462, 0.404, 1.025], [-0.259, 1.157, 0.234], [-0.690, 2.352, -1.783], [-1.446, 2.961, -0.590], [-0.707, 3.120, -1.171]],
  "atomic_forces_ev_per_a": [[-0.7, -1.7, -0.4], [0.0, 1.6, -0.9], [-0.2, -0.2, -0.2], [0.3, 0.1, 0.1], [0.9, 0.5, -2.2], [-0.2, 0.3, 0.5], [0.5, 0.2, 0.1], [0.0, 0.4, 0.2], [0.2, -0.3, 0.5], [-0.1, -0.5, 0.4], [-0.1, 0.2, -0.1], [-0.7, -0.4, 1.6], [-0.1, -0.2, 0.5], [0.0, 0.0, -0.3], [0.0, -0.1, 0.0], [-0.1, -0.2, 0.4], [-0.3, -0.3, 0.2], [0.5, 0.5, -0.6]],
  "homo_ev": -2.873,
  "e_above_lowest_ev": 0.584,
  "homo_lumo_gap_ev": 6.9,
  "charge": -1,
  "max_force_ha_per_bohr": 0.0461
}